No. 1
Entry from the Open Molecules 2025 dataset: a molecular structure, C8H25Fe2O5 in a non-equilibrium geometry (ωB97M-V/def2-TZVPD).

2S+1: 9
Total charge: +3
LUMO (spin up / spin down), eV: -12.6 / -13.1

```
40
C8H25Fe2O5 ωB97M-V/def2-TZVPD
Fe 1.768 0.466 -0.083
Fe 0.339 -2.827 -1.386
O 1.376 -1.544 -0.307
H 1.711 -1.841 0.554
C 0.108 0.921 3.106
C 1.188 -0.129 3.095
O 2.143 0.005 1.937
H -0.487 0.815 2.194
H 0.438 1.951 3.201
H -0.549 0.643 3.933
H 0.793 -1.141 3.136
H 1.873 0.014 3.930
H 2.939 0.321 2.385
C -2.063 -3.504 2.343
C -1.484 -2.729 1.192
O -1.058 -3.643 0.124
H -3.008 -3.959 2.028
H -2.318 -2.916 3.225
H -1.407 -4.292 2.713
H -0.632 -2.175 1.598
H -2.077 -1.955 0.703
H -1.770 -4.294 0.006
C -1.770 2.396 -1.572
C -1.425 1.829 -0.210
O -0.426 0.762 -0.316
H -2.546 3.155 -1.476
H -2.101 1.602 -2.247
H -0.938 2.937 -2.024
H -2.321 1.425 0.261
H -1.010 2.619 0.411
H -0.777 0.173 -0.990
C 1.252 1.985 -4.176
C 2.273 1.799 -3.052
O 1.828 0.698 -2.143
H 0.472 1.217 -4.217
H 1.660 2.141 -5.171
H 0.679 2.889 -3.960
H 2.336 2.747 -2.529
H 3.232 1.454 -3.429
H 1.759 -0.014 -2.787
```

No. 2
Entry from the Open Molecules 2025 dataset: a molecular structure, C8H25NNbO6S2 in a non-equilibrium geometry (ωB97M-V/def2-TZVPD).

Total charge: -1
LUMO, eV: 1.7

```
43
C8H25NNbO6S2 ωB97M-V/def2-TZVPD
N -2.019 3.355 0.201
C -2.836 4.131 -0.381
C -3.949 4.801 0.306
Nb -5.797 3.454 -0.025
H -1.345 3.015 -0.480
H -2.701 4.315 -1.453
H -3.669 4.830 1.357
H -4.122 5.796 -0.099
H -5.586 3.465 -1.864
H -4.854 1.874 0.055
H -6.052 3.527 1.808
H -6.855 4.952 -0.297
H -7.303 2.405 -0.137
O 0.170 1.665 -1.311
S 1.593 1.568 -1.267
O 2.418 2.235 -2.226
O 2.004 0.023 -1.204
C 1.536 -0.851 -2.249
C 2.266 -0.632 -3.560
C 2.144 2.014 0.345
H 0.458 -0.737 -2.373
H 1.717 -1.864 -1.893
H 2.059 0.355 -3.970
H 1.953 -1.375 -4.295
H 3.344 -0.705 -3.415
H 1.541 1.493 1.083
H 2.013 3.089 0.440
H 3.196 1.755 0.439
O 3.600 -4.326 0.614
S 2.330 -4.735 1.131
O 1.164 -4.723 0.304
O 2.036 -3.926 2.471
C 2.056 -2.484 2.407
C 0.839 -1.912 1.711
C 2.481 -6.328 1.868
H 2.979 -2.148 1.930
H 2.084 -2.140 3.439
H 0.814 -2.193 0.659
H 0.842 -0.824 1.764
H -0.077 -2.287 2.166
H 3.350 -6.338 2.519
H 2.604 -7.044 1.058
H 1.571 -6.544 2.422
```

No. 3
Entry from the Open Molecules 2025 dataset: 5 unconnected molecules or ions with the total composition C8H26N4O5 in a non-equilibrium geometry (ωB97M-V/def2-TZVPD).

Energy relative to the best compared isomer or geometry (same formula, charge and spin), kJ/mol: 0.0
Total charge: 0
SMILES: NC(N)=O.NC(N)=O.CCO.CCO.CCO
LUMO, eV: 0.2

```
43
C8H26N4O5 ωB97M-V/def2-TZVPD
N -0.233 0.880 -0.021
C -1.336 0.389 -0.670
N -2.268 -0.221 0.117
O -1.509 0.537 -1.875
H 0.334 1.427 -0.645
H -0.322 1.157 0.947
H -3.054 -0.523 -0.429
H -2.172 -0.251 1.115
N -0.089 1.543 4.674
C -0.976 0.788 3.965
N -1.929 0.160 4.715
O -0.897 0.627 2.754
H 0.582 2.130 4.216
H -0.209 1.637 5.667
H -2.568 -0.472 4.271
H -2.089 0.334 5.691
C 0.867 -4.086 0.792
C -0.433 -3.320 0.885
O -1.505 -3.993 0.249
H 0.706 -5.128 1.058
H 1.623 -3.635 1.443
H 1.323 -4.021 -0.201
H -0.326 -2.279 0.560
H -0.723 -3.230 1.937
H -1.312 -4.071 -0.690
C 1.231 4.034 0.584
C 1.732 4.029 -0.842
O 2.999 3.380 -0.941
H 0.210 4.424 0.561
H 1.809 4.658 1.262
H 1.190 3.008 0.950
H 1.822 5.061 -1.206
H 0.984 3.557 -1.488
H 3.001 2.895 -1.770
C 1.361 -1.379 -4.284
C -0.144 -1.552 -4.106
O -0.836 -0.420 -4.607
H 1.697 -0.474 -3.773
H 1.622 -1.292 -5.337
H 1.893 -2.236 -3.861
H -0.373 -1.747 -3.058
H -0.453 -2.395 -4.732
H -1.231 0.070 -3.876
```

No. 4
Entry from the Open Molecules 2025 dataset: a molecular structure, C8H26NO6P3Sb (ωB97M-V/def2-TZVPD).

Energy relative to the best compared isomer or geometry (same formula, charge and spin), kJ/mol: 0.0
Total charge: -1
LUMO, eV: 2.8

```
45
C8H26NO6P3Sb ωB97M-V/def2-TZVPD
C 3.318 -0.584 1.902
P 2.650 0.625 0.660
C 2.834 -0.379 -0.893
Sb 0.114 0.909 1.257
C -0.687 0.006 -0.622
C -0.459 -1.477 -0.860
C -0.980 -2.036 -2.202
C -0.892 -1.102 -3.403
N 0.480 -0.762 -3.793
C 0.006 -1.101 2.380
P -1.440 -1.746 3.166
O -1.413 -2.032 4.610
O -2.643 -0.728 2.795
O -1.859 -3.090 2.357
C 0.401 2.896 0.171
P -1.061 3.836 -0.050
O -1.591 4.487 1.157
O -2.159 2.879 -0.782
O -0.805 4.839 -1.298
H 4.356 -0.347 2.142
H 3.268 -1.617 1.551
H 2.747 -0.515 2.829
H 3.819 -0.208 -1.333
H 2.704 -1.454 -0.745
H 2.087 -0.036 -1.614
H 0.796 1.604 2.718
H -1.492 1.393 1.711
H -1.761 0.208 -0.561
H -0.298 0.616 -1.441
H 0.595 -1.734 -0.726
H -0.984 -2.027 -0.073
H -0.430 -2.952 -2.453
H -2.027 -2.336 -2.087
H -1.445 -0.184 -3.190
H -1.397 -1.583 -4.249
H 0.710 0.189 -3.540
H 1.149 -1.359 -3.322
H 0.414 -1.886 1.740
H 0.710 -0.954 3.200
H -3.273 -0.723 3.521
H -1.813 -2.967 1.402
H 1.070 3.498 0.789
H 0.896 2.693 -0.780
H -2.700 2.465 -0.096
H -1.515 4.775 -1.941
```

No. 5
Entry from the Open Molecules 2025 dataset: a molecular structure, C8H26O9Sr in a non-equilibrium geometry (ωB97M-V/def2-TZVPD).

Energy relative to the best compared isomer or geometry (same formula, charge and spin), kJ/mol: 78.1
Total charge: +2
LUMO, eV: -5.5

```
44
C8H26O9Sr ωB97M-V/def2-TZVPD
Sr -0.460 -0.192 0.387
O -1.887 1.631 1.415
H -2.185 2.443 0.986
H -1.917 1.836 2.360
C 1.451 3.143 -0.559
C 1.992 2.902 -1.957
O 2.911 1.800 -1.956
O 0.311 2.368 -0.193
H 1.242 4.209 -0.458
H 2.267 2.958 0.142
H 2.476 3.805 -2.330
H 1.190 2.683 -2.668
H 2.744 1.208 -2.692
H -0.483 2.839 -0.457
C -1.525 -2.850 2.079
C -1.476 -3.313 0.625
O -0.509 -2.603 -0.175
O -1.739 -1.449 2.354
H -0.588 -3.221 2.510
H -2.307 -3.442 2.561
H -2.481 -3.338 0.197
H -1.144 -4.352 0.637
H 0.155 -3.226 -0.487
H -1.786 -1.376 3.313
C 2.829 0.105 1.369
C 2.110 -0.769 2.390
O 0.788 -0.221 2.614
O 2.219 0.008 0.077
H 3.899 -0.106 1.321
H 2.755 1.141 1.723
H 2.583 -0.769 3.374
H 2.062 -1.828 2.132
H 0.902 0.487 3.257
H 2.551 0.675 -0.564
C -2.739 -0.322 -2.267
C -1.345 -0.397 -2.888
O -0.308 0.214 -2.069
O -2.683 -0.511 -0.845
H -3.349 -1.123 -2.678
H -3.049 0.703 -2.500
H -1.307 0.063 -3.875
H -1.041 -1.442 -3.021
H 0.465 0.235 -2.640
H -3.594 -0.609 -0.541
```

No. 6
Entry from the Open Molecules 2025 dataset: a molecular structure, C8H27B2F3HgO6S in a non-equilibrium geometry (ωB97M-V/def2-TZVPD).

Energy relative to the best compared isomer or geometry (same formula, charge and spin), kJ/mol: 120.3
Total charge: -2
LUMO, eV: 4.5

```
48
C8H27B2F3HgO6S ωB97M-V/def2-TZVPD
Hg 0.066 -0.672 -0.767
B 1.682 -2.260 0.372
H 2.503 -3.053 0.514
H 0.984 -2.720 -0.420
H 1.013 -2.099 1.299
H 2.154 -1.245 0.063
B -1.625 0.360 -2.172
H -0.913 0.525 -3.059
H -2.621 0.908 -2.354
H -1.776 -0.758 -1.938
H -1.236 0.921 -1.221
C -3.929 -2.788 1.441
F -3.815 -1.560 1.963
F -4.269 -3.599 2.457
F -4.956 -2.812 0.574
S -2.291 -3.388 0.719
O -2.722 -4.259 -0.357
O -1.580 -2.199 0.272
O -1.685 -4.004 1.881
C 2.224 -1.480 -3.174
O 0.929 -1.746 -2.738
H 3.056 -1.440 -2.450
H 2.528 -2.296 -3.857
H 2.149 -0.573 -3.799
C -1.385 -0.070 3.373
C -1.077 1.010 2.329
C -0.583 2.271 3.099
O -0.029 0.516 1.509
H -1.468 -0.968 2.759
H -2.292 0.072 3.968
H -0.623 -0.165 4.151
H -1.969 1.281 1.771
H 0.297 2.009 3.685
H -1.427 2.467 3.765
H -0.399 3.128 2.453
H 0.754 0.368 2.050
C 2.156 3.327 -0.458
C 1.557 2.278 -1.406
C 2.078 2.397 -2.863
O 1.795 0.971 -0.955
H 2.021 3.064 0.593
H 1.759 4.311 -0.704
H 3.248 3.347 -0.553
H 0.473 2.395 -1.437
H 1.882 3.394 -3.279
H 1.504 1.741 -3.514
H 3.158 2.259 -2.928
H 2.700 0.832 -0.658
```

- Which of these has the highest total charge?
  C8H25Fe2O5

- Which value of total charge does entry 6 give?
  -2

What did the first record say?
Entry from the Open Molecules 2025 dataset: a molecular structure, C8H25Fe2O5 in a non-equilibrium geometry (ωB97M-V/def2-TZVPD).

2S+1: 9
Total charge: +3
LUMO (spin up / spin down), eV: -12.6 / -13.1

```
40
C8H25Fe2O5 ωB97M-V/def2-TZVPD
Fe 1.768 0.466 -0.083
Fe 0.339 -2.827 -1.386
O 1.376 -1.544 -0.307
H 1.711 -1.841 0.554
C 0.108 0.921 3.106
C 1.188 -0.129 3.095
O 2.143 0.005 1.937
H -0.487 0.815 2.194
H 0.438 1.951 3.201
H -0.549 0.643 3.933
H 0.793 -1.141 3.136
H 1.873 0.014 3.930
H 2.939 0.321 2.385
C -2.063 -3.504 2.343
C -1.484 -2.729 1.192
O -1.058 -3.643 0.124
H -3.008 -3.959 2.028
H -2.318 -2.916 3.225
H -1.407 -4.292 2.713
H -0.632 -2.175 1.598
H -2.077 -1.955 0.703
H -1.770 -4.294 0.006
C -1.770 2.396 -1.572
C -1.425 1.829 -0.210
O -0.426 0.762 -0.316
H -2.546 3.155 -1.476
H -2.101 1.602 -2.247
H -0.938 2.937 -2.024
H -2.321 1.425 0.261
H -1.010 2.619 0.411
H -0.777 0.173 -0.990
C 1.252 1.985 -4.176
C 2.273 1.799 -3.052
O 1.828 0.698 -2.143
H 0.472 1.217 -4.217
H 1.660 2.141 -5.171
H 0.679 2.889 -3.960
H 2.336 2.747 -2.529
H 3.232 1.454 -3.429
H 1.759 -0.014 -2.787
```

Copy entry 2 word for word.
Entry from the Open Molecules 2025 dataset: a molecular structure, C8H25NNbO6S2 in a non-equilibrium geometry (ωB97M-V/def2-TZVPD).

Total charge: -1
LUMO, eV: 1.7

```
43
C8H25NNbO6S2 ωB97M-V/def2-TZVPD
N -2.019 3.355 0.201
C -2.836 4.131 -0.381
C -3.949 4.801 0.306
Nb -5.797 3.454 -0.025
H -1.345 3.015 -0.480
H -2.701 4.315 -1.453
H -3.669 4.830 1.357
H -4.122 5.796 -0.099
H -5.586 3.465 -1.864
H -4.854 1.874 0.055
H -6.052 3.527 1.808
H -6.855 4.952 -0.297
H -7.303 2.405 -0.137
O 0.170 1.665 -1.311
S 1.593 1.568 -1.267
O 2.418 2.235 -2.226
O 2.004 0.023 -1.204
C 1.536 -0.851 -2.249
C 2.266 -0.632 -3.560
C 2.144 2.014 0.345
H 0.458 -0.737 -2.373
H 1.717 -1.864 -1.893
H 2.059 0.355 -3.970
H 1.953 -1.375 -4.295
H 3.344 -0.705 -3.415
H 1.541 1.493 1.083
H 2.013 3.089 0.440
H 3.196 1.755 0.439
O 3.600 -4.326 0.614
S 2.330 -4.735 1.131
O 1.164 -4.723 0.304
O 2.036 -3.926 2.471
C 2.056 -2.484 2.407
C 0.839 -1.912 1.711
C 2.481 -6.328 1.868
H 2.979 -2.148 1.930
H 2.084 -2.140 3.439
H 0.814 -2.193 0.659
H 0.842 -0.824 1.764
H -0.077 -2.287 2.166
H 3.350 -6.338 2.519
H 2.604 -7.044 1.058
H 1.571 -6.544 2.422
```